No. 1
The following is a DFT calculation (ωB97M-V with the def2-TZVPD basis set) of a structure of composition C18H22CsN4O4STe.

```
! RIJCOSX wB97M-V def2-TZVPD def2/J DEFGRID3
* xyz -1 1
Cs -1.731 1.848 2.378
O 0.348 -1.439 4.039
S -0.022 -1.078 2.676
O 0.458 -2.027 1.669
O -1.514 -0.885 2.557
O 0.570 0.300 2.358
Te 2.021 1.026 0.312
C 3.439 1.623 -1.191
C 3.231 2.768 -1.953
C 4.085 3.101 -3.000
C 5.176 2.297 -3.290
C 5.403 1.155 -2.530
C 4.539 0.818 -1.500
C 3.558 0.487 1.652
C 4.656 1.318 1.841
C 5.667 0.949 2.718
C 5.575 -0.246 3.418
C 4.473 -1.071 3.231
C 3.464 -0.715 2.345
H 2.392 3.417 -1.724
H 3.901 3.996 -3.584
H 5.846 2.557 -4.101
H 6.252 0.518 -2.751
H 4.719 -0.081 -0.922
H 4.727 2.254 1.300
H 6.520 1.602 2.860
H 6.359 -0.530 4.110
H 4.386 -2.001 3.780
H 2.609 -1.365 2.205
C -1.452 1.371 -1.712
N -2.151 0.674 -0.628
C -3.562 0.557 -1.002
N -3.759 -0.149 -2.272
C -3.009 0.572 -3.305
N -1.583 0.686 -3.000
C -1.043 -0.675 -2.836
N -1.741 -1.420 -1.797
C -1.593 -0.704 -0.526
C -3.155 -1.485 -2.135
H -0.395 1.447 -1.456
H -1.865 2.381 -1.815
H -3.993 1.560 -1.098
H -4.089 0.018 -0.211
H -3.430 1.577 -3.409
H -3.126 0.045 -4.256
H 0.014 -0.605 -2.571
H -1.137 -1.203 -3.789
H -0.538 -0.654 -0.258
H -2.091 -1.233 0.284
H -3.682 -2.028 -1.347
H -3.282 -2.020 -3.080
*
```

Calculated values
Frontier orbital gap: 6.045 eV
E_LUMO: 1.54 eV
Maximum force: 0.53 eV/Å

No. 2
The following is a DFT calculation (ωB97M-V with the def2-TZVPD basis set) of the molecule C18H22F2N4O.

```
! RIJCOSX wB97M-V def2-TZVPD def2/J DEFGRID3
* xyz 0 1
O -0.019 -1.115 -3.839
C 1.118 -1.233 -3.020
C 2.331 -1.764 -3.758
C 3.132 -2.736 -3.170
C 4.262 -3.211 -3.809
C 4.582 -2.702 -5.054
C 3.807 -1.736 -5.666
C 2.684 -1.269 -5.008
H 2.080 -0.512 -5.487
H 4.085 -1.360 -6.638
F 5.682 -3.161 -5.688
H 4.887 -3.967 -3.360
H 2.866 -3.128 -2.199
C 1.486 0.108 -2.357
H 1.739 0.818 -3.149
H 2.377 -0.035 -1.744
C 0.349 0.681 -1.509
H -0.594 0.569 -2.045
H 0.530 1.745 -1.355
C 0.221 -0.022 -0.157
N -0.956 0.430 0.565
C -0.768 1.719 1.204
H -0.405 2.435 0.467
C -2.102 2.214 1.766
N -2.632 1.238 2.686
C -2.669 1.446 4.010
N -3.035 0.416 4.794
C -3.119 0.637 6.087
C -2.838 1.884 6.625
C -2.459 2.894 5.752
N -2.373 2.680 4.457
H -2.219 3.889 6.101
F -2.923 2.107 7.955
H -3.414 -0.198 6.708
C -2.773 -0.074 2.106
H -3.128 -0.760 2.874
C -1.427 -0.536 1.542
H -1.558 -1.501 1.049
H -0.711 -0.660 2.375
H -3.499 -0.015 1.290
H -1.977 3.159 2.292
H -2.813 2.334 0.942
H -0.030 1.659 2.026
H 0.106 -1.094 -0.332
H 1.144 0.126 0.431
H 0.827 -1.956 -2.252
H 0.146 -0.441 -4.509
*
```

Calculated values
Structure (SMILES): O[C@H](CCCN1CCN(c2ncc(F)cn2)CC1)c1ccc(F)cc1
Frontier orbital gap: 8.814 eV
E_LUMO: 0.73 eV
Maximum force: 0.95 eV/Å

No. 3
The following is a DFT calculation (ωB97M-V with the def2-TZVPD basis set) of the molecule C18H22N2O.

```
! RIJCOSX wB97M-V def2-TZVPD def2/J DEFGRID3
* xyz 0 1
C -2.890 -0.981 2.174
C -2.844 -0.583 0.728
C -3.762 0.320 0.218
C -3.740 0.697 -1.114
C -2.800 0.142 -1.961
C -1.880 -0.770 -1.478
C -1.873 -1.123 -0.131
N -0.964 -2.041 0.394
C 0.308 -2.410 0.009
O 0.824 -3.391 0.510
N 0.917 -1.625 -0.916
H 0.544 -0.703 -1.087
C 2.287 -1.861 -1.312
H 2.319 -2.045 -2.393
C 3.182 -0.671 -0.968
C 3.268 -0.425 0.543
C 3.168 1.065 0.898
C 1.803 1.598 0.569
C 0.726 1.319 1.404
C -0.545 1.767 1.094
C -0.765 2.482 -0.071
C 0.297 2.765 -0.910
C 1.572 2.333 -0.587
H 2.401 2.583 -1.237
H 0.135 3.330 -1.817
H -1.760 2.820 -0.317
H -1.368 1.563 1.761
H 0.893 0.754 2.310
H 3.932 1.621 0.351
H 3.358 1.186 1.967
H 4.204 -0.826 0.933
H 2.455 -0.956 1.042
H 2.767 0.211 -1.462
H 4.174 -0.846 -1.384
H 2.616 -2.763 -0.792
H -1.297 -2.594 1.172
H -1.188 -1.240 -2.159
H -2.786 0.407 -3.008
H -4.461 1.409 -1.487
H -4.508 0.740 0.879
H -1.911 -0.872 2.640
H -3.603 -0.364 2.715
H -3.202 -2.022 2.279
*
```

Calculated values
Structure (SMILES): Cc1ccccc1NC(=O)NCCCCc1ccccc1
Frontier orbital gap: 9.208 eV
E_LUMO: 0.83 eV
Maximum force: 0.66 eV/Å

No. 4
The following is a DFT calculation (ωB97M-V with the def2-TZVPD basis set) of the molecule C18H22N2O3.

```
! RIJCOSX wB97M-V def2-TZVPD def2/J DEFGRID3
* xyz 0 1
C -1.732 3.704 -2.321
C -0.399 4.228 -2.859
C 0.273 3.191 -3.735
O 0.419 3.370 -4.926
C 0.702 1.930 -3.088
C 0.936 1.800 -1.722
C 1.326 0.591 -1.179
C 1.469 -0.529 -1.993
C 1.254 -0.404 -3.367
C 0.885 0.807 -3.902
H 0.714 0.911 -4.963
H 1.379 -1.277 -3.986
O 1.843 -1.768 -1.565
C 1.942 -2.003 -0.189
C 0.607 -1.770 0.536
O -0.441 -1.635 -0.044
N 0.735 -1.744 1.886
H 1.646 -1.837 2.306
C -0.377 -1.404 2.778
C -0.854 -0.083 2.388
N -1.173 0.973 2.091
C -1.516 -2.431 2.664
C -2.635 -2.104 3.648
C -2.104 -2.061 5.077
C -0.989 -1.026 5.194
C 0.143 -1.345 4.221
H 0.575 -2.318 4.468
H 0.927 -0.587 4.299
H -0.595 -1.010 6.212
H -1.388 -0.034 4.972
H -2.912 -1.811 5.766
H -1.719 -3.045 5.354
H -3.419 -2.857 3.562
H -3.071 -1.135 3.391
H -1.102 -3.419 2.879
H -1.894 -2.430 1.642
H 2.734 -1.389 0.266
H 2.217 -3.059 -0.097
H 1.494 0.536 -0.114
H 0.834 2.645 -1.061
H -0.571 5.118 -3.467
H 0.259 4.497 -2.032
H -2.214 4.467 -1.715
H -1.586 2.816 -1.712
H -2.394 3.450 -3.146
*
```

Calculated values
Structure (SMILES): CCC(=O)c1ccc(OCC(=O)NC2(C#N)CCCCC2)cc1
Frontier orbital gap: 8.935 eV
E_LUMO: 0.33 eV
Maximum force: 0.93 eV/Å

No. 5
The following is a DFT calculation (ωB97M-V with the def2-TZVPD basis set) of the molecule C18H22N2O6S2.

```
! RIJCOSX wB97M-V def2-TZVPD def2/J DEFGRID3
* xyz 0 1
C 2.944 2.974 -1.726
C 1.434 3.058 -1.578
H 1.081 4.090 -1.711
H 1.147 2.697 -0.585
O 0.864 2.234 -2.591
C -0.415 1.849 -2.505
C -1.331 2.312 -1.557
C -2.596 1.756 -1.496
C -2.962 0.766 -2.386
C -2.092 0.353 -3.383
C -0.833 0.902 -3.453
H -0.127 0.592 -4.207
H -2.416 -0.399 -4.085
S -4.382 -0.248 -2.032
O -5.065 -0.679 -3.213
O -5.137 0.314 -0.958
N -3.587 -1.664 -1.463
C -2.401 -1.439 -0.783
C -2.420 -0.555 0.299
C -1.233 -0.132 0.861
C -0.033 -0.606 0.362
C -0.004 -1.558 -0.640
C -1.188 -1.982 -1.212
H -1.177 -2.696 -2.022
H 0.950 -1.910 -0.998
S 1.495 0.092 0.966
O 1.229 1.436 1.395
O 2.522 -0.118 -0.011
N 1.922 -0.780 2.319
C 2.284 -2.158 2.075
H 2.967 -2.171 1.226
C 2.959 -2.703 3.337
H 3.169 -3.768 3.235
O 2.113 -2.573 4.456
C 1.769 -1.225 4.682
C 1.053 -0.633 3.465
H 0.866 0.432 3.599
H 0.101 -1.163 3.309
H 1.117 -1.219 5.556
H 2.675 -0.637 4.888
H 3.895 -2.154 3.508
H 1.394 -2.764 1.845
H -1.218 0.601 1.651
H -3.371 -0.179 0.638
H -3.529 -2.345 -2.207
H -3.309 2.074 -0.752
H -1.052 3.073 -0.848
H 3.417 3.654 -1.024
H 3.240 3.237 -2.738
H 3.268 1.960 -1.508
*
```

Calculated values
Structure (SMILES): CCOc1ccc(S(=O)(=O)Nc2ccc(S(=O)(=O)N3CCOCC3)cc2)cc1
Frontier orbital gap: 9.342 eV
E_LUMO: 0.35 eV
Maximum force: 1.04 eV/Å

No. 6
The following is a DFT calculation (ωB97M-V with the def2-TZVPD basis set) of a structure of composition C18H22N2OS.

```
! RIJCOSX wB97M-V def2-TZVPD def2/J DEFGRID3
* xyz 0 1
C 0.945 3.535 0.806
C -0.059 2.624 1.249
C -1.097 2.428 0.151
H -1.593 3.248 -0.232
H -0.752 1.633 -0.800
C -2.450 1.393 0.791
N -3.319 0.755 -0.121
C -3.621 -0.399 -0.367
S -5.086 -0.943 -0.965
N -2.750 -1.377 0.372
C -1.450 -1.205 0.376
C -0.841 -2.036 1.247
C 0.661 -2.411 1.240
C 1.410 -1.513 0.399
C 0.727 -0.922 -0.780
C -0.711 -0.847 -0.531
H -1.110 -0.473 -1.413
H 1.274 -0.511 -1.369
O 2.849 -1.683 0.325
C 3.559 -0.760 0.058
C 3.279 0.544 0.016
C 4.136 1.578 -0.157
C 5.439 1.194 -0.835
C 5.649 -0.221 -0.867
C 4.788 -1.044 -0.871
H 5.067 -2.248 -0.747
H 6.653 -0.778 -1.487
H 6.202 1.977 -1.249
H 3.966 2.498 -0.067
H 2.438 0.823 0.646
H 1.163 -2.681 2.066
H -1.347 -2.646 1.993
H -3.234 -2.163 0.596
C -4.111 1.680 -1.012
H -4.541 1.249 -1.861
H -4.874 2.345 -0.318
H -3.477 2.676 -1.477
H -3.033 2.124 1.648
H -1.992 0.732 1.375
H -0.811 3.242 2.202
H 0.295 1.614 1.764
H 1.228 3.158 0.090
H 1.556 3.655 1.513
H 0.442 4.361 0.454
*
```

Calculated values
Frontier orbital gap: 8.124 eV
E_LUMO: 0.26 eV
Maximum force: 18.40 eV/Å

No. 7
The following is a DFT calculation (ωB97M-V with the def2-TZVPD basis set) of a structure of composition C18H22N4O4S.

```
! RIJCOSX wB97M-V def2-TZVPD def2/J DEFGRID3
* xyz 0 1
C -6.869 -0.787 -1.870
H -7.314 -0.285 -1.160
O -5.611 -1.341 -1.488
C -4.743 -0.720 -0.907
C -4.813 0.518 -0.875
C -3.838 1.269 -0.069
C -2.765 0.529 0.509
C -2.672 -0.712 0.080
C -3.742 -1.370 -0.502
H -3.637 -2.513 -0.538
H -1.855 -1.075 0.598
C -1.624 1.399 0.906
O -0.780 0.542 1.687
N -1.287 2.704 0.720
H -1.742 2.963 -0.284
C -0.170 3.229 1.271
C 1.129 2.542 0.501
N 2.173 2.264 1.037
N 3.066 1.929 -0.113
C 2.221 1.972 -1.017
O 1.002 2.484 -0.988
S 2.546 1.540 -2.578
C 4.220 0.671 -2.342
H 4.649 0.520 -3.195
H 4.812 1.334 -1.956
C 4.013 -0.822 -1.858
O 3.895 -1.999 -2.576
N 3.778 -0.700 -0.554
H 3.640 -0.018 0.095
C 3.294 -2.062 0.269
C 1.744 -1.823 0.376
H 1.288 -1.150 -0.305
H 1.271 -2.815 0.138
C 1.508 -1.787 1.902
H 1.208 -2.646 2.439
H 0.801 -0.710 2.139
C 2.926 -1.196 2.255
H 3.017 -1.337 3.764
H 3.022 -0.097 2.235
C 3.753 -1.916 1.697
H 4.967 -1.734 1.765
H 3.745 -2.995 2.215
H 3.435 -2.936 -0.373
H -0.225 4.197 1.000
H -0.079 3.124 2.141
H -3.695 2.362 0.002
H -5.606 1.158 -1.017
H -6.540 -0.218 -2.706
H -7.517 -1.485 -2.473
*
```

Calculated values
Frontier orbital gap: 9.084 eV
E_LUMO: 0.08 eV
Maximum force: 19.51 eV/Å

No. 8
The following is a DFT calculation (ωB97M-V with the def2-TZVPD basis set) of a structure of composition C18H22N5SbTc.

```
! RIJCOSX wB97M-V def2-TZVPD def2/J DEFGRID3
* xyz 4 4
Tc -0.152 0.037 0.408
C 0.213 -2.850 1.373
C -1.232 -2.608 1.088
C -2.209 -3.539 1.427
C -3.519 -3.334 1.029
C -3.814 -2.229 0.221
C -2.806 -1.332 -0.066
N -1.564 -1.479 0.419
Sb -3.175 0.175 -1.656
C -2.420 1.883 -0.460
C -3.146 3.056 -0.466
C -2.569 4.204 0.093
C -1.265 4.137 0.548
C -0.575 2.929 0.498
C 0.862 2.832 0.869
N -1.192 1.806 0.068
C -1.081 -0.162 -2.496
C -1.042 -0.311 -3.883
C 0.199 -0.533 -4.479
C 1.324 -0.583 -3.685
C 1.219 -0.433 -2.289
C 2.424 -0.495 -1.420
N 0.004 -0.218 -1.721
H 0.532 -3.720 0.790
H 0.403 -3.110 2.415
H 0.855 -2.004 1.064
H -1.928 -4.428 1.977
H -4.295 -4.045 1.288
H -4.810 -2.089 -0.181
H -4.135 3.091 -0.908
H -3.122 5.135 0.119
H -0.760 5.020 0.920
H 1.425 3.626 0.374
H 1.307 1.865 0.565
H 1.003 2.976 1.940
H -1.947 -0.257 -4.476
H 0.257 -0.661 -5.557
H 2.301 -0.749 -4.129
H 3.314 -0.714 -2.011
H 2.348 -1.293 -0.676
H 2.612 0.467 -0.932
N 0.279 1.286 3.409
N 0.222 0.026 2.779
H -0.601 1.583 3.816
H 1.051 1.406 4.062
H -0.490 -0.569 3.222
H 1.122 -0.438 2.933
*
```

Calculated values
Frontier orbital gap (alpha / beta): 7.341 / 4.066 eV
E_LUMO (alpha / beta): -14.20 / -17.52 eV
Maximum force: 2.75 eV/Å

Let's list DFT total energy in order: -1905.51799; -1193.09775; -883.90541; -1034.34916; -2056.39877; -1281.39715; -1616.64981; -1292.21121 hartree.
Let's list ΔE to the lowest compared entry with this formula, charge and spin in order: 0.0; 0.0; 0.0; 136.1; 324.3; 1737.1; 1877.0; 42.3 kJ/mol.